# 1
The following is a DFT calculation (ωB97M-V/def2-TZVPD) of a structure of composition C30H30BeNO5P.

Each line ends with the Löwdin charge.
Geometry (Å):
1 Be 0.62 0.54 0.10  0.042
2 O 3.22 1.51 -2.28  0.135
3 C 2.50 1.60 -1.36  -0.641
4 O 1.86 0.57 -0.84  -0.087
5 C 2.17 2.91 -0.68  -0.222
6 P 1.12 2.72 0.72  1.144
7 C 2.21 2.56 2.21  -0.356
8 C 3.56 2.89 2.23  -0.077
9 C 4.31 2.66 3.34  -0.067
10 C 3.76 2.05 4.48  -0.060
11 C 2.42 1.72 4.45  -0.065
12 C 1.64 2.04 3.34  -0.126
13 C 0.05 4.20 0.91  -0.339
14 C 0.33 5.16 1.94  -0.080
15 C -0.54 6.20 2.16  -0.090
16 C -1.70 6.31 1.40  -0.084
17 C -1.94 5.36 0.40  -0.072
18 C -1.08 4.26 0.16  -0.089
19 H 1.58 3.51 -1.37  0.109
20 H 3.10 3.42 -0.39  0.094
21 H 3.98 3.19 1.27  0.100
22 H 5.34 2.93 3.31  0.103
23 H 4.35 1.81 5.34  0.099
24 H 1.94 1.19 5.28  0.111
25 H 0.62 1.79 3.40  0.106
26 H 1.33 5.15 2.45  0.118
27 H -0.40 6.97 2.91  0.100
28 H -2.41 7.10 1.47  0.091
29 H -2.94 5.37 -0.13  0.124
30 H -1.33 3.51 -0.63  0.109
31 C 1.81 -1.54 0.99  0.013
32 O 1.06 -0.35 1.48  -0.095
33 H 2.47 -1.90 1.73  0.080
34 H 2.33 -1.26 0.10  0.083
35 H 1.09 -2.35 0.80  0.086
36 H 1.65 0.17 2.07  0.093
37 C -0.21 -6.69 0.42  -0.047
38 C -0.40 -5.64 -0.64  -0.230
39 C 0.15 -5.80 -1.92  -0.072
40 C -0.04 -4.87 -2.94  -0.074
41 C -0.80 -3.71 -2.70  -0.026
42 C -1.28 -3.46 -1.43  -0.171
43 N -1.96 -2.19 -1.15  0.088
44 C -2.50 -1.45 -2.21  -0.216
45 C -3.42 -2.04 -3.07  -0.033
46 C -4.01 -1.30 -4.08  -0.076
47 C -3.73 0.05 -4.21  -0.096
48 C -2.88 0.65 -3.33  -0.029
49 C -2.22 -0.07 -2.33  -0.046
50 C -1.15 0.65 -1.56  -0.476
51 O -0.75 1.74 -1.89  0.062
52 O -0.78 0.07 -0.41  -0.053
53 C -1.09 -4.43 -0.40  -0.168
54 C -1.50 -4.06 1.01  -0.044
55 H 0.23 -7.57 -0.03  0.071
56 H -1.15 -6.87 0.92  0.072
57 H 0.46 -6.41 1.20  0.072
58 H 0.86 -6.63 -2.10  0.113
59 H 0.42 -5.05 -3.91  0.102
60 H -0.89 -2.99 -3.49  0.106
61 H -1.40 -1.60 -0.53  0.102
62 H -3.76 -3.06 -2.87  0.129
63 H -4.65 -1.79 -4.76  0.090
64 H -4.23 0.64 -4.98  0.108
65 H -2.56 1.68 -3.48  0.122
66 H -1.88 -4.91 1.65  0.092
67 H -2.29 -3.31 0.95  0.071
68 H -0.67 -3.55 1.51  0.068

- energy relative to the best compared isomer or geometry (same formula, charge and spin) (kcal per mole) = 0.00
- 2S+1 = 1
- HOMO (eV) = -7.55
- strongest force on any atom (Eh/bohr) = 0.0660
- Kohn-Sham gap (Ha) = 0.288

# 2
The following is a DFT calculation (ωB97M-V/def2-TZVPD) of a structure of composition C30H30DyN7O3S.

Each line ends with the Löwdin charge.
Geometry (Å):
1 Dy -0.34 -0.75 -0.11  1.709
2 C 0.17 2.58 0.66  -0.158
3 C -1.00 2.58 1.64  -0.085
4 C -2.28 1.95 1.15  -0.247
5 C -3.43 2.73 1.09  0.013
6 C -4.63 2.16 0.73  -0.009
7 C -4.66 0.80 0.47  -0.028
8 C -3.48 0.09 0.53  -0.152
9 N -2.29 0.64 0.83  0.003
10 N 0.98 1.34 0.64  -0.242
11 C 1.63 1.13 1.95  -0.103
12 C 0.81 0.31 2.92  -0.267
13 C 1.07 0.37 4.29  0.007
14 C 0.28 -0.35 5.17  -0.014
15 C -0.76 -1.11 4.65  -0.019
16 C -0.92 -1.15 3.27  -0.121
17 N -0.15 -0.48 2.41  -0.016
18 C 2.02 1.52 -0.39  -0.137
19 C 2.81 0.27 -0.65  -0.262
20 C 4.17 0.34 -0.91  0.012
21 C 4.87 -0.82 -1.19  -0.009
22 C 4.18 -2.02 -1.20  -0.015
23 C 2.82 -2.01 -0.94  -0.114
24 N 2.13 -0.89 -0.66  0.019
25 H 0.84 3.42 0.90  0.140
26 H -0.22 2.74 -0.35  0.127
27 H -1.22 3.63 1.87  0.129
28 H -0.70 2.11 2.58  0.115
29 H -3.37 3.78 1.33  0.124
30 H -5.53 2.77 0.67  0.127
31 H -5.58 0.31 0.21  0.121
32 H -3.47 -0.98 0.32  0.107
33 H 1.86 2.10 2.42  0.149
34 H 2.57 0.61 1.80  0.140
35 H 1.89 0.97 4.65  0.128
36 H 0.46 -0.32 6.23  0.125
37 H -1.42 -1.66 5.30  0.119
38 H -1.71 -1.75 2.83  0.109
39 H 2.70 2.34 -0.11  0.146
40 H 1.52 1.81 -1.32  0.131
41 H 4.67 1.30 -0.89  0.128
42 H 5.93 -0.79 -1.37  0.126
43 H 4.68 -2.95 -1.40  0.121
44 H 2.25 -2.93 -0.95  0.101
45 C -1.02 -6.45 1.22  0.010
46 N -0.37 -5.16 1.22  -0.107
47 C 0.92 -4.89 1.56  -0.024
48 C 1.09 -3.55 1.39  -0.134
49 N -0.08 -2.98 0.95  -0.082
50 C -0.93 -3.99 0.87  -0.149
51 H -0.42 -7.16 1.78  0.105
52 H -1.14 -6.80 0.20  0.107
53 H -2.00 -6.37 1.68  0.104
54 H 1.60 -5.65 1.88  0.133
55 H 1.98 -2.97 1.58  0.108
56 H -1.96 -3.91 0.56  0.148
57 O -0.14 -2.86 -1.83  0.025
58 C -0.96 -2.12 -2.39  -0.554
59 N -1.81 -1.34 -1.69  -0.206
60 S -1.82 0.08 -2.50  0.703
61 O -0.59 0.70 -1.97  -0.404
62 O -3.00 0.85 -2.31  -0.227
63 C -1.51 -0.61 -4.13  -0.187
64 C -1.66 -0.14 -5.41  -0.002
65 C -1.36 -1.02 -6.45  -0.023
66 C -0.87 -2.29 -6.19  -0.024
67 C -0.67 -2.73 -4.89  0.029
68 C -1.02 -1.88 -3.85  -0.135
69 H -2.01 0.86 -5.62  0.131
70 H -1.51 -0.72 -7.48  0.124
71 H -0.64 -2.95 -7.01  0.123
72 H -0.28 -3.72 -4.68  0.131

- 2S+1 = 6
- HOMO (spin up / spin down) (eV) = -14.35 / -14.35
- total charge = +2
- strongest force on any atom (Eh/bohr) = 0.0604
- ⟨S²⟩ = 9.33
- Kohn-Sham gap (spin up / spin down) (Ha) = 0.341 / 0.342

# 3
The following is a DFT calculation (ωB97M-V/def2-TZVPD) of a cluster of 10 separate species, C30H30F10O30 in total.

Each line ends with the Löwdin charge.
Geometry (Å):
1 O 3.36 -0.16 1.60  0.172
2 C 3.33 -1.13 2.26  -0.549
3 O 4.33 -1.52 3.07  0.092
4 C 3.92 -2.71 3.76  -0.036
5 C 2.43 -2.89 3.44  -0.265
6 F 1.66 -2.46 4.50  0.042
7 O 2.21 -1.92 2.44  0.098
8 H 4.49 -3.58 3.46  0.133
9 H 4.04 -2.50 4.82  0.142
10 H 2.01 -3.80 3.15  0.139
11 O -2.87 -2.93 2.73  0.142
12 C -3.11 -1.76 2.92  -0.503
13 O -3.26 -1.20 4.12  0.106
14 C -3.45 0.23 3.92  -0.018
15 C -3.10 0.47 2.46  -0.265
16 F -1.84 1.10 2.26  0.017
17 O -2.98 -0.80 1.93  0.117
18 H -4.49 0.45 4.16  0.136
19 H -2.71 0.85 4.46  0.134
20 H -3.72 1.09 1.83  0.156
21 O -1.64 1.13 -5.57  0.160
22 C -1.21 0.14 -5.05  -0.556
23 O 0.07 -0.18 -5.10  0.077
24 C 0.33 -1.40 -4.41  -0.034
25 C -0.91 -1.44 -3.51  -0.229
26 F -0.71 -0.52 -2.48  0.046
27 O -1.88 -0.74 -4.25  0.123
28 H 0.31 -2.19 -5.20  0.164
29 H 1.22 -1.47 -3.83  0.117
30 H -1.17 -2.38 -3.08  0.147
31 O -1.17 2.53 5.61  0.137
32 C -0.15 2.86 5.03  -0.501
33 O 0.67 3.83 5.37  0.083
34 C 1.78 3.91 4.48  -0.016
35 C 1.66 2.62 3.63  -0.338
36 F 2.52 1.72 4.08  0.098
37 O 0.35 2.18 3.88  0.083
38 H 1.62 4.84 3.97  0.135
39 H 2.63 3.96 5.12  0.131
40 H 1.77 2.74 2.54  0.157
41 O 1.53 1.17 -2.85  0.194
42 C 1.12 1.01 -1.78  -0.611
43 O 1.40 0.02 -0.98  0.100
44 C 0.49 0.11 0.16  -0.010
45 C -0.15 1.46 0.04  -0.301
46 F 0.44 2.44 0.84  0.043
47 O 0.12 1.84 -1.27  0.122
48 H -0.20 -0.64 -0.08  0.110
49 H 0.94 0.13 1.14  0.128
50 H -1.24 1.60 0.15  0.162
51 O 0.91 -3.38 -1.91  0.187
52 C 0.20 -3.62 -1.00  -0.522
53 O -0.99 -4.22 -1.07  0.102
54 C -1.52 -4.20 0.31  -0.016
55 C -0.30 -4.04 1.14  -0.305
56 F 0.34 -5.27 1.38  0.044
57 O 0.57 -3.33 0.33  0.106
58 H -2.32 -3.53 0.34  0.113
59 H -1.98 -5.15 0.50  0.142
60 H -0.36 -3.59 2.13  0.164
61 O 3.94 -4.36 0.75  0.190
62 C 4.14 -3.77 -0.24  -0.552
63 O 4.24 -2.48 -0.34  0.087
64 C 4.38 -2.06 -1.71  -0.010
65 C 4.55 -3.35 -2.45  -0.321
66 F 5.86 -3.50 -2.84  0.054
67 O 4.10 -4.30 -1.54  0.123
68 H 3.45 -1.60 -1.94  0.123
69 H 5.34 -1.52 -1.74  0.158
70 H 3.92 -3.51 -3.34  0.173
71 O -5.68 3.34 -0.18  0.167
72 C -5.22 2.58 -0.97  -0.561
73 O -4.29 2.91 -1.83  0.114
74 C -3.98 1.74 -2.67  -0.009
75 C -4.61 0.64 -1.92  -0.279
76 F -3.64 0.05 -1.07  0.009
77 O -5.61 1.25 -1.14  0.120
78 H -4.32 1.87 -3.70  0.151
79 H -2.93 1.57 -2.67  0.125
80 H -5.05 -0.25 -2.41  0.184
81 O -1.57 4.12 2.66  0.219
82 C -2.72 4.09 2.82  -0.473
83 O -3.67 4.95 2.34  0.076
84 C -4.89 4.79 3.09  -0.035
85 C -4.72 3.51 3.86  -0.308
86 F -5.41 2.45 3.35  0.049
87 O -3.36 3.15 3.72  0.056
88 H -4.94 5.60 3.83  0.146
89 H -5.76 4.69 2.43  0.143
90 H -4.91 3.53 4.94  0.174
91 O 3.47 -1.88 -6.10  0.188
92 C 3.55 -0.71 -6.09  -0.532
93 O 3.44 0.06 -5.00  0.058
94 C 3.56 1.45 -5.41  -0.037
95 C 4.07 1.41 -6.82  -0.317
96 F 5.45 1.55 -6.90  0.023
97 O 3.90 0.09 -7.18  0.121
98 H 2.58 1.91 -5.35  0.130
99 H 4.24 2.04 -4.72  0.165
100 H 3.77 2.17 -7.58  0.181

- SMILES = O=C1OC[C@@H](F)O1.O=C1OC[C@@H](F)O1.O=C1OC[C@@H](F)O1.O=C1OC[C@@H](F)O1.O=C1OC[C@@H](F)O1.O=C1OC[C@@H](F)O1.O=C1OC[C@@H](F)O1.O=C1OC[C@@H](F)O1.O=C1OC[C@@H](F)O1.O=C1OC[C@@H](F)O1
- energy relative to the best compared isomer or geometry (same formula, charge and spin) (kcal per mole) = 21.63
- 2S+1 = 1
- HOMO (eV) = -11.28
- strongest force on any atom (Eh/bohr) = 0.0689
- Kohn-Sham gap (Ha) = 0.425